Entry 1:
98
Properties=species:S:1:pos:R:3 method="wB97M-V/def2-TZVPD" homo_energy_ev="-12.1 / -16.2" charge=+3 orbital_gap_ev="2.99 / 3.06" spin_multiplicity=5
C 1.55005 1.11428 -2.26032
C 0.02501 -0.63550 -2.80907
C 1.97555 1.24130 -3.58891
C 0.44318 -0.53641 -4.17941
C 1.42331 0.37578 -4.52929
H 2.77307 1.97084 -3.80073
H 0.12039 -1.26427 -4.93692
H 1.82327 0.45167 -5.55965
N 0.56761 0.28954 -1.91074
P 2.13212 1.16658 0.47282
P -1.94621 -0.87628 -0.84901
C 2.27456 1.91833 -1.21799
H 3.32939 2.05406 -1.49071
H 1.87281 2.93800 -1.12145
C -0.69939 0.38767 1.93455
O -0.21793 0.04301 2.99556
C -0.96229 -1.50445 -2.18907
H -1.44829 -2.29845 -2.79586
C -2.82996 -2.39769 0.01785
C -3.15952 0.12380 -1.98045
C 3.68362 0.04557 0.63443
C 2.29713 2.72819 1.54057
C -2.24789 -2.66287 1.41797
H -2.44323 -1.82189 2.09367
H -2.74131 -3.55578 1.83588
H -1.17622 -2.85889 1.40355
C -4.33058 -2.12266 0.18396
H -4.48817 -1.22788 0.80129
H -4.84183 -2.00126 -0.78098
H -4.80318 -2.97423 0.70490
C -2.59364 -3.65008 -0.83780
H -3.08711 -4.51085 -0.35995
H -3.01019 -3.56954 -1.84455
H -1.51387 -3.84022 -0.91455
C -4.26694 0.83044 -1.17409
H -3.82823 1.35951 -0.31453
H -4.73860 1.57694 -1.83442
H -5.04105 0.14376 -0.81499
C -2.38689 1.26041 -2.68717
H -1.78132 1.84941 -1.96162
H -1.72935 0.88338 -3.49061
H -3.12846 1.93002 -3.17573
C -3.73941 -0.83969 -3.06269
H -3.41368 -1.88165 -2.98153
H -4.83778 -0.85792 -3.04535
H -3.41460 -0.49274 -4.05505
C 2.40570 2.27859 3.01561
H 2.21178 3.15224 3.65700
H 1.66998 1.49591 3.26582
H 3.41873 1.91394 3.24411
C 1.01045 3.56406 1.34638
H 0.92074 3.93892 0.31165
H 0.09974 2.98887 1.59957
H 1.06975 4.44639 2.01499
C 3.46984 3.66637 1.18194
H 3.32858 4.59163 1.75592
H 4.44945 3.26385 1.45718
H 3.47798 3.93950 0.11986
C 3.78886 -0.95070 -0.56539
H 4.79218 -1.41775 -0.55141
H 3.05125 -1.75779 -0.47632
H 3.66697 -0.44428 -1.53103
C 3.50281 -0.77637 1.93620
H 2.52127 -1.28585 1.93951
H 4.28635 -1.55027 1.97840
H 3.59052 -0.16499 2.84803
C 5.00590 0.84975 0.66387
H 5.10601 1.49539 -0.22381
H 5.13658 1.44241 1.58580
H 5.84894 0.13449 0.63217
Pt -0.09365 0.29608 0.06013
N 0.86362 -1.85458 0.24199
C 0.66014 -2.74436 -0.52102
C 1.04648 -4.05833 -1.04086
C 1.72395 -4.93684 -0.16853
C 0.94965 -4.38023 -2.40801
C 2.27137 -6.14558 -0.63220
H 1.86167 -4.69141 0.92182
C 1.52953 -5.57878 -2.84603
H 0.45252 -3.64391 -3.02619
C 2.15099 -6.48678 -2.00042
H 2.80011 -6.83765 0.05551
H 1.49271 -5.79774 -3.91839
H 2.55416 -7.44456 -2.39263
C -1.25866 3.79961 4.70700
N -1.48757 2.63239 3.84922
C -2.25372 2.64733 2.75914
S -2.40729 1.13736 1.83963
N -2.97776 3.70748 2.33166
C -3.65625 4.73122 3.16964
H -2.09793 3.92665 5.40795
H -1.12018 4.70255 4.09653
H -0.34312 3.62029 5.28216
H -1.01307 1.74697 4.04878
H -3.38882 3.55999 1.40192
H -3.19753 5.72734 3.03482
H -4.70346 4.79313 2.83262
H -3.63220 4.45677 4.22588

=====

Entry 2:
15
Properties=species:S:1:pos:R:3 method="wB97M-V/def2-TZVPD" homo_energy_ev=-8.9 orbital_gap_ev=9.79
C -0.28019 -0.67697 1.04784
C 0.26981 0.65322 1.12996
C 1.19162 1.09942 0.18553
C 1.76110 0.12558 -0.66680
C 1.23161 -1.18067 -0.55261
C -2.22482 -0.37843 -0.31671
C -2.01988 0.64941 -0.94910
H -1.18042 -0.98508 1.63493
H -0.27861 1.31550 1.88140
H 1.61326 2.12489 0.14935
H 2.59588 0.38104 -1.37915
H 1.68377 -1.93069 -1.28318
H -2.64326 -1.08310 0.47847
H -1.90085 1.46003 -1.56406
N 0.18098 -1.57417 0.20412

=====

Entry 3:
65
Properties=species:S:1:pos:R:3 method="wB97M-V/def2-TZVPD" homo_energy_ev="-14.2 / -14.2" charge=+2 orbital_gap_ev="7.37 / 7.55" spin_multiplicity=10
Mn 0.42529 2.52981 1.78152
Cr -1.02915 -2.03133 -0.20950
S -0.40003 0.30963 0.75782
O -1.41005 -0.11380 -0.19832
O 0.52436 1.25140 0.24431
O -0.96893 1.06564 1.85324
O 0.11160 -1.00604 1.08652
Br 1.33490 0.46803 -4.30124
C 2.02454 2.20448 -3.69761
C 2.72084 2.12412 -2.32630
Br 3.57974 3.86651 -1.85330
H 1.32885 3.04315 -3.67000
H 2.77926 2.46320 -4.44029
H 3.51708 1.38707 -2.22205
H 1.94365 1.91538 -1.59112
Br -4.37680 1.23230 -0.77773
C -4.37877 0.93756 1.14203
C -5.80222 1.06739 1.72558
Br -6.36565 3.00263 1.74878
H -3.68294 1.65992 1.56879
H -3.96563 -0.05834 1.30201
H -5.84404 0.60783 2.71307
H -6.43940 0.56319 0.99902
C -1.70259 0.23321 -4.14182
N -1.28634 -1.14472 -3.77742
O -1.34634 -1.94654 -4.70682
O -0.90023 -1.37764 -2.63420
H -2.75912 0.43405 -3.96432
H -1.34983 0.62451 -5.09605
H -1.17967 0.87290 -3.43087
C 0.70090 -5.34935 2.70465
N 0.68743 -4.79563 1.37043
O 1.49360 -5.28595 0.57141
O -0.07673 -3.94068 1.14202
H 1.51096 -6.06242 2.85777
H -0.18762 -5.91590 2.98332
H 0.79445 -4.59723 3.48801
C 3.68667 -0.33996 2.00061
N 3.55406 1.14162 1.90911
O 2.47423 1.69073 1.96014
O 4.62589 1.68560 1.96075
H 3.01980 -0.70136 1.21782
H 3.29965 -0.60500 2.98452
H 4.71626 -0.66598 1.85317
C -0.93656 -0.92335 4.37041
N 0.19935 -0.02508 4.72414
O 0.02823 0.63379 5.73036
O 1.23959 -0.07960 4.11701
H -0.99510 -1.58841 5.23202
H -0.64010 -1.54215 3.52348
H -1.83967 -0.37926 4.09390
C 2.88737 -2.34161 -3.06146
N 2.34226 -1.75501 -1.78221
O 2.91342 -0.82552 -1.28314
O 1.27230 -2.18914 -1.38620
H 3.34633 -3.31284 -2.87658
H 3.61529 -1.58383 -3.35129
H 2.14010 -2.35806 -3.85482
C -1.44876 3.41710 -1.56844
N -1.73537 3.99269 -0.22670
O -2.65606 4.82338 -0.17503
O -1.05570 3.61594 0.68920
H -0.64274 2.68372 -1.54502
H -1.12150 4.27305 -2.15868
H -2.31462 3.02022 -2.09842

=====

Entry 4:
11
Properties=species:S:1:pos:R:3 method="wB97M-V/def2-TZVPD" homo_energy_ev=-9.5 orbital_gap_ev=9.37
C 1.06114 -1.28517 0.08956
C 0.01847 -0.35761 0.08335
C 0.51599 1.07458 0.04382
N -1.96612 0.34053 -0.30283
N -1.31413 -0.67843 0.01099
H 0.79330 -2.36600 0.09845
H 2.03186 -0.92999 0.30968
H 1.54528 1.21544 0.27595
H 0.38885 1.48882 -1.06930
H -0.08909 1.55547 0.78452
H -2.98553 -0.05763 -0.32420